This record from the Open Molecules 2025 dataset describes a structure of composition C15H28F6Li2N3O27S6 in a non-equilibrium geometry. The level of theory is ωB97M-V/def2-TZVPD.

Structure (ORCA input):
```
! RIJCOSX wB97M-V def2-TZVPD def2/J DEFGRID3
* xyz -1 1
Li 2.650 2.190 -0.273
Li 3.063 -0.382 1.133
N 3.847 3.735 -0.063
S 5.415 3.962 -0.495
O 6.373 3.004 -0.015
O 5.814 5.321 -0.616
F 5.201 3.468 -1.985
S 4.090 3.728 1.494
O 4.919 4.702 2.123
O 4.127 2.367 2.005
F 2.623 4.202 1.912
N 1.740 4.860 -2.479
S 0.835 3.482 -2.652
O 1.482 2.461 -1.846
O 0.209 3.130 -3.871
F -0.354 3.981 -1.750
S 2.508 4.860 -3.860
O 1.745 5.272 -5.007
O 3.506 3.834 -4.045
F 3.384 6.165 -3.567
N 1.501 0.759 0.683
S 0.315 -0.099 -0.149
O -0.519 0.685 -0.993
O -0.152 -1.332 0.413
F 1.386 -0.645 -1.219
S 0.413 1.395 1.669
O -0.319 0.541 2.556
O -0.133 2.627 1.206
F 1.532 1.914 2.711
C -3.650 -0.914 0.315
C -4.737 -0.274 1.213
O -4.491 1.118 1.080
C -3.853 1.333 -0.086
O -3.712 2.369 -0.640
O -3.548 0.138 -0.615
H -3.904 -1.871 -0.139
H -2.720 -1.151 0.841
H -4.658 -0.711 2.205
H -5.734 -0.508 0.834
C -6.261 -1.925 4.910
O -5.060 -2.054 4.175
C -4.741 -3.257 3.682
O -5.467 -4.202 3.689
O -3.495 -3.276 3.214
C -2.577 -2.166 3.454
H -6.284 -0.923 5.330
H -6.240 -2.579 5.787
H -7.149 -2.160 4.329
H -1.898 -2.251 2.612
H -2.071 -2.470 4.370
H -3.045 -1.196 3.557
C 3.014 -0.139 5.052
O 2.132 -1.268 4.899
C 1.928 -1.704 3.676
O 2.209 -1.092 2.674
O 1.381 -2.898 3.739
C 0.954 -3.547 2.572
H 2.422 0.767 4.894
H 3.800 -0.182 4.306
H 3.277 -0.109 6.104
H 0.795 -4.605 2.773
H 1.608 -3.491 1.703
H -0.002 -3.180 2.193
C -3.680 2.464 -8.204
O -2.743 2.100 -7.225
C -3.169 1.571 -6.095
O -4.331 1.444 -5.785
O -2.140 1.202 -5.365
C -2.450 0.655 -4.082
H -3.938 1.619 -8.845
H -3.309 3.259 -8.848
H -4.603 2.843 -7.765
H -3.244 -0.080 -4.240
H -2.962 1.420 -3.493
H -1.627 0.257 -3.505
C 5.353 -4.949 -0.238
O 4.720 -3.856 0.434
C 3.646 -3.302 -0.086
O 3.137 -2.310 0.372
O 3.096 -4.032 -1.044
C 1.804 -3.664 -1.530
H 4.805 -5.873 -0.068
H 6.345 -5.048 0.195
H 5.473 -4.731 -1.297
H 1.059 -3.479 -0.756
H 1.431 -4.524 -2.082
H 1.897 -2.793 -2.171
*
```

Results
F_max: 0.148 Eh/bohr
HOMO level: -6.539 eV
E: -5787.683539 a.u.
Kohn-Sham gap: 7.75 eV

Löwdin atomic charge list, values in e, 6 entries: number 1, Li, carries 0.637; number 2, Li, carries 0.698; number 3, N, carries -0.333; number 4, S, carries 0.503; number 5, O, carries -0.277; number 6, O, carries -0.237

---

This record from the Open Molecules 2025 dataset describes a structure of composition C15H28F6N3OPPmSi2 in a non-equilibrium geometry. The level of theory is ωB97M-V/def2-TZVPD.

Structure (ORCA input):
```
! RIJCOSX wB97M-V def2-TZVPD def2/J DEFGRID3
* xyz 0 6
Pm 1.091 -0.096 -0.217
C -0.202 -0.386 -3.738
Si -0.527 1.352 -2.985
C -1.805 2.252 -4.083
C 1.098 2.352 -3.177
N -0.769 0.989 -1.314
C -1.821 1.179 -0.515
C -2.973 1.888 -0.929
C -4.071 2.041 -0.130
C -4.085 1.482 1.154
C -2.988 0.809 1.616
C -1.820 0.627 0.842
N -0.748 -0.033 1.300
Si -0.578 -0.727 2.877
C -0.478 0.615 4.234
C -1.893 -2.029 3.390
C 1.037 -1.763 2.787
H 0.002 -0.329 -4.802
H -1.058 -1.038 -3.597
H 0.660 -0.851 -3.246
H -1.431 2.328 -5.099
H -1.992 3.262 -3.731
H -2.752 1.724 -4.122
H 1.064 2.952 -4.079
H 1.960 1.696 -3.266
H 1.276 3.033 -2.352
H -2.961 2.321 -1.913
H -4.932 2.585 -0.488
H -4.963 1.579 1.775
H -2.992 0.401 2.613
H -1.445 1.079 4.400
H 0.215 1.405 3.962
H -0.151 0.195 5.178
H -2.857 -1.589 3.624
H -1.564 -2.573 4.270
H -2.050 -2.751 2.593
H 1.912 -1.195 2.478
H 0.915 -2.611 2.116
H 1.267 -2.165 3.769
N 3.715 -3.596 0.526
C 2.983 -2.732 -0.193
O 3.153 -1.514 -0.075
C 1.945 -3.294 -1.125
C 0.602 -2.534 -0.912
H 4.410 -3.246 1.167
H 3.577 -4.590 0.458
H 1.855 -4.380 -0.977
H 2.299 -3.121 -2.149
H 0.109 -3.030 -0.054
H -0.030 -2.815 -1.764
F 2.724 1.273 -0.851
P 2.735 2.193 0.582
F 2.816 3.520 -0.266
F 2.504 0.720 1.368
F 1.071 2.193 0.434
F 4.302 2.008 0.661
F 2.636 2.938 1.973
*
```

Results
ΔE to the lowest compared entry with this formula, charge and spin: 0.713 eV
F_max: 0.089 Eh/bohr
Expectation value of S²: 8.77
HOMO level (spin up / spin down): -7.252 / -7.885 eV
E: -2956.165116 a.u.
Kohn-Sham gap (spin up / spin down): 7.66 / 6.47 eV

Löwdin atomic charge list, values in e, 6 entries: number 1, Pm, carries 1.749; number 2, C, carries -0.171; number 3, Si, carries 0.470; number 4, C, carries -0.184; number 5, C, carries -0.163; number 6, N, carries -0.152

---

This record from the Open Molecules 2025 dataset describes a structure of composition C15H28F9NO10S2 in a non-equilibrium geometry. The level of theory is ωB97M-V/def2-TZVPD.

Structure (ORCA input):
```
! RIJCOSX wB97M-V def2-TZVPD def2/J DEFGRID3
* xyz 0 1
N -4.960 -0.474 0.163
C -4.525 -1.829 -0.319
C -3.085 -2.261 0.305
O -3.315 -3.380 1.214
C -2.096 -2.635 -0.891
O -0.685 -2.437 -0.607
S -0.315 -0.824 -0.374
O 0.529 -0.813 0.881
O 0.778 -0.257 -1.584
S -0.078 0.590 -2.787
O 0.059 2.066 -2.684
O -1.530 0.227 -2.566
C 0.444 -0.151 -4.398
F 1.860 -0.096 -4.468
F 0.170 -1.543 -4.284
C -0.299 0.341 -5.709
F 0.537 0.121 -6.826
F -1.403 -0.526 -5.907
C -0.859 1.817 -5.769
F -1.933 2.072 -4.886
F -1.464 1.936 -7.053
C 0.216 2.999 -5.708
F 1.452 2.653 -5.193
F -0.380 4.095 -5.070
F 0.455 3.439 -7.029
H -4.703 -0.352 1.153
H -4.467 0.260 -0.361
H -5.343 -2.589 -0.085
H -4.487 -1.750 -1.461
H -2.752 -1.389 0.947
H -3.629 -4.117 0.655
H -2.421 -2.106 -1.850
H -2.230 -3.756 -1.089
C 0.122 -2.599 6.023
O 1.262 -3.417 5.807
C 0.911 -4.756 5.464
C 1.060 -5.001 3.967
O 0.102 -4.255 3.224
C 0.666 -3.095 2.623
H 0.456 -1.561 6.080
H -0.603 -2.688 5.211
H -0.350 -2.866 6.974
H -0.104 -4.992 5.800
H 1.604 -5.414 5.999
H 0.867 -6.059 3.764
H 2.078 -4.775 3.634
H 1.296 -3.384 1.777
H 1.253 -2.513 3.338
H -0.148 -2.473 2.256
C 1.409 2.795 0.376
O 1.345 3.770 1.407
C 2.595 3.934 2.073
C 3.313 5.192 1.600
O 3.728 5.070 0.241
C 2.876 5.776 -0.650
H 0.494 2.864 -0.215
H 2.264 2.956 -0.284
H 1.463 1.794 0.817
H 3.227 3.050 1.943
H 2.375 4.036 3.141
H 4.220 5.325 2.199
H 2.685 6.078 1.740
H 3.047 6.852 -0.554
H 1.822 5.552 -0.465
H 3.122 5.472 -1.668
*
```

Results
ΔE to the lowest compared entry with this formula, charge and spin: 3.730 eV
F_max: 0.139 Eh/bohr
HOMO level: -8.981 eV
E: -3090.382936 a.u.
Kohn-Sham gap: 7.46 eV

Löwdin atomic charge list, values in e, 6 entries: number 1, N, carries -0.026; number 2, C, carries -0.203; number 3, C, carries -0.306; number 4, O, carries -0.062; number 5, C, carries -0.180; number 6, O, carries -0.315